# 1
The following is a quantum chemistry calculation of a 9-piece molecular cluster, C39H95N9O5 overall at a distorted geometry, from OMol25.

## Properties
gap between HOMO and LUMO: 8.26 eV
SMILES string: CCN(CC)CC.CCN(CC)CC.CCN(CC)CC.CCN(CC)CC.CNC(C)=O.CNC(C)=O.CNC(C)=O.CNC(C)=O.CNC(C)=O
lowest unoccupied orbital energy: 0.18 eV

Structure (ORCA input):
```
! wB97M-V def2-TZVPD RIJCOSX def2/J DEFGRID3
* xyz 0 1
C 2.7842 -0.5364 -2.9209
C 3.5601 -1.3189 -3.9770
N 4.9841 -1.4578 -3.7426
C 5.3917 -2.1890 -2.5616
C 4.7724 -3.5844 -2.5537
C 5.7020 -0.2103 -3.9357
C 7.2201 -0.3263 -3.9741
H 1.7242 -0.4826 -3.1871
H 3.1051 0.5077 -2.8743
H 2.8711 -0.9745 -1.9248
H 3.1574 -2.3334 -4.0543
H 3.3897 -0.9089 -4.9738
H 6.4728 -2.2453 -2.5018
H 5.0320 -1.6683 -1.6527
H 3.7727 -3.5899 -2.1100
H 4.6626 -3.9346 -3.5810
H 5.3270 -4.3234 -1.9749
H 5.4126 0.5438 -3.1783
H 5.3815 0.2414 -4.8807
H 7.6199 -0.5572 -2.9840
H 7.6523 0.6261 -4.2762
H 7.5305 -1.1408 -4.6292
C -2.4584 -1.6464 4.9597
C -1.4232 -1.9740 6.0432
N -1.7201 -1.4350 7.3515
C -2.7612 -2.2207 7.9894
C -3.3354 -1.5333 9.2252
C -0.5640 -1.3217 8.2297
C 0.6322 -0.6089 7.5844
H -3.4754 -1.9396 5.1918
H -2.0978 -2.1370 4.0528
H -2.3922 -0.5638 4.8128
H -1.4023 -3.0902 6.0787
H -0.3962 -1.7904 5.7339
H -3.5644 -2.3107 7.2589
H -2.4044 -3.2302 8.2530
H -3.5221 -0.4793 9.0286
H -4.2930 -1.9839 9.5027
H -2.7122 -1.6862 10.1069
H -0.2502 -2.3375 8.5434
H -0.8069 -0.8028 9.1538
H 1.4527 -1.2770 7.3266
H 1.0245 0.1492 8.2642
H 0.3432 -0.0668 6.6843
C 4.1016 2.6928 -1.0279
C 4.9742 3.8297 -0.5480
N 5.0335 4.9592 -1.4756
C 5.6779 4.6140 -2.7380
C 7.2189 4.5143 -2.6965
C 5.5584 6.1541 -0.8323
C 5.4415 7.3850 -1.7255
H 4.0314 1.9693 -0.1997
H 4.5757 2.0874 -1.8007
H 3.0580 2.8978 -1.2581
H 4.6031 4.2240 0.4038
H 5.9865 3.4652 -0.3023
H 5.3199 3.6753 -3.1550
H 5.4173 5.4261 -3.4205
H 7.5929 4.3147 -3.7015
H 7.6674 5.4539 -2.3734
H 7.5364 3.7063 -2.0368
H 6.5856 6.0188 -0.4590
H 4.8959 6.3083 0.0247
H 5.6164 8.3156 -1.1868
H 4.4279 7.4093 -2.1274
H 6.1705 7.3490 -2.5365
C -2.6598 -7.0147 3.5542
C -2.6641 -5.4743 3.5544
N -3.6755 -4.7942 2.7803
C -3.9840 -5.3787 1.4741
C -2.8613 -5.1886 0.4887
C -4.9020 -4.5268 3.5440
C -5.7509 -3.4401 2.9151
H -1.8637 -7.3745 4.2019
H -2.4610 -7.4094 2.5547
H -3.6444 -7.4151 3.8089
H -2.6862 -5.1018 4.5797
H -1.6484 -5.2100 3.2207
H -4.9273 -4.9878 1.1112
H -4.0796 -6.4618 1.6414
H -2.6257 -4.1445 0.2717
H -3.0293 -5.6214 -0.5010
H -1.9203 -5.6177 0.8437
H -5.4546 -5.4858 3.6039
H -4.6334 -4.3139 4.5790
H -6.4294 -2.9806 3.6401
H -5.1015 -2.6115 2.6224
H -6.3707 -3.7863 2.0927
C -1.5355 5.5017 -4.3533
C -2.4604 4.3470 -4.0191
O -3.2033 3.8704 -4.8642
N -2.4020 3.8755 -2.7538
C -3.2857 2.8192 -2.2655
H -0.6348 5.2469 -4.8971
H -1.3506 6.0856 -3.4476
H -2.1659 6.1544 -4.9605
H -1.9019 4.4027 -2.0605
H -4.1945 3.2599 -1.8581
H -2.7429 2.3174 -1.4669
H -3.4832 2.0981 -3.0493
C 0.3350 0.7291 3.6157
C 1.1772 1.3798 2.5432
O 2.0067 0.7201 1.9377
N 0.9956 2.7104 2.3934
C 1.6986 3.5204 1.4238
H 1.0660 0.5758 4.4194
H -0.0756 -0.2491 3.3892
H -0.4221 1.3772 4.0595
H 0.3147 3.1843 2.9588
H 2.7496 3.2894 1.2698
H 1.6386 4.5855 1.6327
H 1.2368 3.3544 0.4462
C -1.0490 -2.9849 -3.4661
C -0.9432 -1.9434 -4.5618
O -0.5756 -2.2397 -5.6878
N -1.2700 -0.6848 -4.1972
C -1.3696 0.3872 -5.1485
H -1.0658 -3.9863 -3.8897
H -1.9405 -2.8586 -2.8509
H -0.1368 -2.9558 -2.8614
H -1.4860 -0.5151 -3.2252
H -2.1166 0.1792 -5.9150
H -0.4236 0.6195 -5.6432
H -1.6520 1.3027 -4.6257
C -6.7958 2.6904 -4.3151
C -6.3120 1.6761 -3.3216
O -6.4747 1.8342 -2.1206
N -5.6302 0.6123 -3.8099
C -4.9191 -0.3434 -2.9709
H -6.4641 3.7010 -4.0765
H -7.8685 2.6172 -4.4732
H -6.2783 2.6073 -5.2814
H -5.6891 0.3998 -4.7900
H -5.5750 -1.1480 -2.6286
H -4.5590 0.0774 -2.0351
H -4.0433 -0.6195 -3.5530
C -1.6474 -1.5933 0.3842
C -1.3606 -0.4042 -0.4931
O -2.1237 -0.1377 -1.4190
N -0.1415 0.1474 -0.3967
C 0.3125 1.2915 -1.1469
H -1.1122 -1.6019 1.3396
H -1.2687 -2.4648 -0.1497
H -2.7049 -1.6371 0.6220
H 0.5263 -0.2821 0.2250
H 1.3357 1.4721 -0.8315
H -0.2920 2.1659 -0.8853
H 0.2372 1.1823 -2.2288
*
```

# 2
The following is a quantum chemistry calculation of a 13-piece molecular cluster, C39H96N8O23S5 overall at a distorted geometry, from OMol25.

## Properties
gap between HOMO and LUMO: 9.56 eV
lowest unoccupied orbital energy: 0.34 eV

Structure (ORCA input):
```
! wB97M-V def2-TZVPD RIJCOSX def2/J DEFGRID3
* xyz 0 1
O -0.3107 6.5543 -3.1123
S -1.1985 5.7324 -2.3342
O -1.3599 6.0303 -0.9131
O -2.5975 5.7329 -2.9493
C -2.7990 5.7862 -4.3556
C -3.1479 4.4166 -4.9512
C -0.6797 4.0390 -2.3346
H -1.9140 6.1491 -4.8484
H -3.6453 6.4853 -4.4878
H -2.3849 3.6403 -4.8659
H -3.3470 4.5473 -6.0029
H -4.1082 4.0768 -4.5341
H -1.4543 3.5629 -1.7135
H 0.2571 4.0879 -1.7961
H -0.5400 3.6437 -3.3405
O 0.3931 -6.2091 -0.4638
S -0.7439 -5.3721 -0.3225
O -2.0632 -5.9822 -0.0274
O -0.4949 -4.3171 0.7828
C 0.7563 -3.5207 0.7109
C 1.1327 -3.0546 2.1331
C -0.8557 -4.4471 -1.8734
H 0.6516 -2.6885 -0.0432
H 1.4601 -4.1966 0.2666
H 0.4227 -2.3311 2.5106
H 2.1634 -2.7438 2.2421
H 0.9330 -3.8956 2.7861
H -1.2774 -5.0895 -2.6652
H 0.2173 -4.2236 -2.1131
H -1.3832 -3.5250 -1.7517
O 4.3816 1.0276 -1.2071
S 4.7932 2.1176 -2.0229
O 6.0442 2.7073 -1.6736
O 4.9117 1.6273 -3.5013
C 3.7549 0.9004 -4.0110
C 4.0955 0.4801 -5.3923
C 3.6545 3.2504 -2.0448
H 2.9496 1.5842 -3.9671
H 3.5396 0.1053 -3.3421
H 3.2380 0.0243 -5.8793
H 4.8794 -0.2852 -5.5120
H 4.2723 1.3336 -6.0077
H 2.6650 2.9314 -2.4260
H 3.9335 4.1668 -2.5666
H 3.4996 3.5548 -1.0287
O -2.0550 -6.0615 5.1445
S -1.5426 -5.0048 4.3135
O -0.9945 -3.8188 4.9445
O -0.4353 -5.6881 3.3981
C -0.5565 -7.0452 2.9744
C 0.8291 -7.6397 2.5566
C -2.8241 -4.5446 3.1143
H -1.2015 -7.0851 2.0961
H -1.0134 -7.6077 3.7476
H 1.1690 -7.1700 1.6151
H 0.7089 -8.6886 2.3863
H 1.6110 -7.4290 3.3391
H -3.0674 -5.4646 2.5866
H -2.4092 -3.8604 2.3796
H -3.6244 -4.1179 3.7346
O 0.8709 1.4618 -2.1563
S 0.3529 1.2017 -0.8574
O -0.0641 2.3041 0.0260
O -0.9087 0.2031 -1.0625
C -1.9490 0.0799 0.0172
C -1.7806 -1.2611 0.6104
C 1.4709 0.1682 0.0645
H -2.9592 0.1930 -0.3954
H -1.7883 0.8797 0.6896
H -1.7212 -1.9456 -0.2089
H -2.5375 -1.4261 1.3824
H -0.7852 -1.3086 1.0629
H 1.8642 -0.5851 -0.6105
H 0.8892 -0.1887 0.9054
H 2.2901 0.8181 0.2853
C -4.7405 -3.8345 -1.2757
C -4.2033 -3.0890 -2.4610
O -3.4025 -2.1641 -2.4375
N -4.6825 -3.5933 -3.6496
C -4.3048 -2.9973 -4.9486
H -5.2545 -3.1563 -0.6178
H -3.8996 -4.2613 -0.7087
H -5.3789 -4.6366 -1.5895
H -5.4411 -4.2502 -3.6497
H -4.1539 -1.9628 -4.8711
H -5.2251 -3.1720 -5.4531
H -3.5105 -3.5557 -5.4823
C 6.3794 2.6673 5.5241
C 5.2191 2.3360 4.5288
O 4.0272 2.2219 4.7296
N 5.7464 2.3548 3.2831
C 4.9068 2.0211 2.1365
H 7.1774 1.9197 5.5564
H 5.8910 2.7082 6.4983
H 6.8537 3.6604 5.2482
H 6.6949 2.5802 3.1390
H 5.5476 1.9603 1.2393
H 4.0412 2.6499 1.8922
H 4.6248 0.9820 2.2688
C -1.5322 -0.3651 -4.5233
C -0.4538 -1.4359 -4.6637
O 0.7026 -1.1970 -4.8965
N -0.8456 -2.7085 -4.4450
C 0.0341 -3.7965 -4.7142
H -2.4879 -0.8502 -4.5513
H -1.5074 0.4505 -5.2785
H -1.4191 0.2137 -3.5983
H -1.7677 -2.8148 -4.1233
H -0.5194 -4.6774 -4.9194
H 0.8030 -3.9698 -3.9608
H 0.6064 -3.5689 -5.6371
C 4.1434 5.9900 1.9215
C 2.8054 5.3746 1.5957
O 2.6484 4.4191 0.8309
N 1.7759 6.0039 2.1902
C 0.4017 5.8158 1.8370
H 4.8036 5.2479 2.3895
H 4.0381 6.8759 2.5536
H 4.4162 6.3216 0.9303
H 1.9266 6.5654 2.9807
H 0.0190 6.5114 1.1138
H -0.2005 5.9060 2.7152
H 0.2279 4.8910 1.3541
C 0.7988 -0.5995 4.9966
C 0.4093 0.4877 4.0202
O -0.5610 0.5422 3.2494
N 1.2468 1.5409 4.1136
C 1.2170 2.8121 3.2808
H 1.8514 -0.8972 4.8057
H 0.1846 -1.4723 4.8868
H 0.7519 -0.2956 6.0435
H 2.2050 1.4072 4.4769
H 1.9212 3.5754 3.6546
H 0.2144 3.2311 3.3824
H 1.3498 2.5666 2.2236
C -3.4221 0.9109 4.2440
C -3.7856 2.0242 3.1510
O -4.8915 2.2602 2.6943
N -2.6603 2.6562 2.6979
C -2.8384 3.5691 1.5970
H -2.4717 0.5473 3.8736
H -4.2417 0.1680 4.2614
H -3.4175 1.4677 5.1638
H -1.7709 2.2427 2.9675
H -3.1611 3.0859 0.6702
H -1.8956 4.0974 1.3671
H -3.6176 4.3191 1.9244
C 5.7078 -1.6761 0.2129
C 4.6825 -2.0173 -0.8412
O 3.6055 -2.5546 -0.5300
N 5.1078 -1.9118 -2.1136
C 6.2389 -1.1508 -2.5189
H 5.2456 -1.9200 1.2076
H 6.0383 -0.6685 0.0471
H 6.5820 -2.3006 0.1757
H 4.4617 -2.2223 -2.7936
H 7.1413 -1.8005 -2.7115
H 6.4497 -0.4038 -1.7450
H 6.0402 -0.5391 -3.3960
C -8.4681 0.8619 0.1830
C -7.4210 -0.2725 0.2618
O -7.4910 -1.3281 -0.3923
N -6.4034 -0.0107 1.1138
C -5.3416 -1.0046 1.2185
H -9.3846 0.4042 -0.1160
H -8.2096 1.5622 -0.5843
H -8.5290 1.3201 1.1312
H -6.3362 0.8581 1.6099
H -5.7145 -2.0335 1.2876
H -4.7740 -0.8207 2.0847
H -4.7073 -0.9922 0.3278
*
```

# 3
The following is a quantum chemistry calculation of C39H96N8O3 as an isolated structure at a distorted geometry, from OMol25.

## Properties
gap between HOMO and LUMO: 7.42 eV
lowest unoccupied orbital energy: 0.29 eV

Structure (ORCA input):
```
! wB97M-V def2-TZVPD RIJCOSX def2/J DEFGRID3
* xyz 0 1
C -35.1134 -9.5008 13.1590
C -35.1935 -8.6521 11.8967
N -33.8320 -8.1403 11.5254
C -33.1213 -7.6137 12.6242
C -33.6568 -6.2708 13.1777
C -34.0178 -7.1457 10.4533
C -34.0905 -7.8599 9.1096
H -35.1945 -8.8427 14.0241
H -34.2172 -10.1207 13.1338
H -35.9412 -10.1956 13.3010
H -35.5089 -9.4025 11.1718
H -35.9597 -7.8769 11.9095
H -32.9948 -8.2895 13.4700
H -32.0978 -7.3985 12.3171
H -34.3350 -5.7447 12.5059
H -34.0813 -6.3365 14.1796
H -32.8237 -5.5718 13.1049
H -33.0759 -6.6005 10.3920
H -34.7485 -6.3685 10.6773
H -35.0554 -8.3562 9.0062
H -33.2675 -8.5066 8.8054
H -34.1051 -6.9538 8.5038
C -37.0777 -9.4523 6.4887
C -37.8861 -10.3681 7.4513
N -37.0271 -11.1278 8.3625
C -37.6387 -11.4066 9.6482
C -37.7058 -10.1557 10.6008
C -36.3470 -12.2453 7.7605
C -37.1617 -13.5124 7.4300
H -36.6424 -10.0397 5.6803
H -36.1392 -9.0440 6.8637
H -37.6266 -8.5598 6.1883
H -38.4636 -9.5788 7.9325
H -38.5398 -11.1336 7.0333
H -38.5955 -11.9184 9.5454
H -37.0324 -12.2230 10.0406
H -37.7181 -10.6106 11.5913
H -36.8917 -9.4518 10.7737
H -38.6316 -9.6352 10.3556
H -35.5493 -12.4818 8.4647
H -35.9051 -11.9225 6.8179
H -37.4161 -14.1184 8.2995
H -36.6341 -14.1908 6.7595
H -38.0976 -13.1900 6.9736
C -39.6058 -13.0344 11.9350
C -39.9806 -13.8656 10.6740
N -41.1125 -13.2861 9.9288
C -40.6689 -12.2106 9.0405
C -40.1579 -12.7946 7.8059
C -42.4269 -13.1393 10.6317
C -42.9226 -14.4125 11.1591
H -38.8985 -12.2051 11.9423
H -39.0441 -13.6809 12.6093
H -40.5069 -12.6683 12.4271
H -39.1312 -14.0142 10.0073
H -40.4128 -14.8594 10.7913
H -41.6112 -11.7137 8.8099
H -39.9397 -11.5901 9.5614
H -40.9289 -13.4599 7.4173
H -39.8678 -12.1210 6.9995
H -39.3828 -13.5583 7.8705
H -43.0916 -12.9332 9.7928
H -42.3381 -12.3693 11.3981
H -43.9595 -14.3622 11.4916
H -42.2310 -14.7875 11.9135
H -42.9354 -15.1355 10.3435
C -37.3048 -10.6864 13.7567
C -37.6644 -12.0569 14.2864
N -36.6731 -13.0753 13.9412
C -37.0611 -13.8481 12.8507
C -36.9300 -13.1278 11.4531
C -36.4492 -14.0226 15.0667
C -34.9700 -14.4684 15.0952
H -37.1647 -10.6553 12.6762
H -36.3948 -10.2044 14.1140
H -38.0562 -9.9541 14.0520
H -37.6470 -11.8385 15.3542
H -38.6703 -12.3040 13.9472
H -38.0802 -14.2348 12.8593
H -36.3151 -14.6401 12.7846
H -37.8986 -12.6871 11.2171
H -36.6267 -13.7933 10.6448
H -36.0140 -12.5400 11.5113
H -36.6838 -13.5969 16.0423
H -37.0970 -14.8868 14.9202
H -34.6144 -15.1476 14.3205
H -34.2822 -13.6383 14.9339
H -34.7189 -14.9273 16.0515
C -37.8419 -7.1629 7.3737
C -37.2074 -5.8348 6.8899
N -38.2243 -4.8139 6.6125
C -38.5598 -4.7532 5.1418
C -39.8819 -3.8542 4.9754
C -37.9421 -3.4994 7.2107
C -37.8213 -3.3932 8.7165
H -38.2498 -7.7576 6.5563
H -38.7678 -6.9774 7.9181
H -37.0703 -7.7662 7.8519
H -36.4954 -5.5679 7.6709
H -36.5732 -6.0110 6.0212
H -37.6670 -4.3454 4.6678
H -38.5073 -5.7362 4.6738
H -39.6975 -2.7844 4.8776
H -40.3078 -4.1392 4.0134
H -40.6709 -4.1536 5.6653
H -38.7682 -2.8528 6.9147
H -37.1682 -3.0259 6.6067
H -37.7321 -2.3412 8.9875
H -37.0588 -3.9804 9.2283
H -38.7959 -3.7392 9.0610
C -37.4106 -11.6218 3.6798
C -36.8557 -10.2297 3.8124
O -35.6597 -10.1659 4.1672
N -37.6618 -9.2088 3.6741
C -37.4107 -7.8616 4.0211
H -38.3431 -11.7303 4.2337
H -36.9048 -12.5353 3.9923
H -37.7978 -11.8938 2.6979
H -38.4746 -9.4527 3.1264
H -37.9933 -7.2572 3.3259
H -36.3803 -7.6633 3.7261
H -37.5154 -7.5588 5.0630
C -33.7998 -12.5222 4.5222
C -33.7979 -11.6752 5.7527
O -33.2760 -12.1765 6.7522
N -34.4446 -10.5232 5.7113
C -34.3724 -9.6515 6.8494
H -34.3056 -11.9285 3.7608
H -34.4361 -13.3768 4.7521
H -32.8711 -12.9565 4.1519
H -35.1834 -10.3478 5.0454
H -33.3257 -9.4797 7.1007
H -34.8353 -10.2181 7.6573
H -34.8015 -8.6506 6.8036
C -34.4911 -13.3384 9.5374
C -35.0119 -14.7228 9.8577
O -36.1187 -15.0238 9.3505
N -34.2310 -15.5713 10.6210
C -34.8181 -16.8171 11.2586
H -34.6085 -13.0200 8.5015
H -33.4741 -13.1399 9.8756
H -35.1428 -12.6975 10.1311
H -33.2840 -15.2732 10.8064
H -35.8901 -16.9639 11.1268
H -34.5974 -16.7313 12.3226
H -34.4029 -17.7362 10.8452
*
```

> Look up the gap between HOMO and LUMO of the third one.

7.42 eV

> Among the records above, which one has the lowest lowest unoccupied orbital energy?

C39H95N9O5